ORCA calculation (wB97M-V/def2-TZVPD) on 6 unconnected molecules or ions with the total composition C24H55FO9 in a non-equilibrium geometry.

Results
SMILES: O=C(OF)OC[C@@H]1CO1.CCOCC.CCOCC.CCOCC.CCOCC.CCOCC
Net charge: 0
HOMO energy: -9.0 eV
Orbital gap: 8.631 eV
Strongest force on any atom: 0.0705 hartree/bohr
Energy: -46912.56729 eV

CARTESIAN COORDINATES (ANGSTROEM)
O1 -1.786 -0.303 -0.240
C1 -2.615 0.472 -0.447
O2 -3.931 0.124 -0.807
F1 -3.740 -0.726 -1.888
O3 -2.356 1.824 -0.400
C2 -1.959 2.155 -1.747
C3 -1.390 3.660 -1.686
C4 -0.842 4.206 -3.134
O4 0.003 3.760 -1.858
H1 -1.107 1.535 -2.083
H2 -2.800 2.220 -2.463
H3 -1.928 4.393 -1.028
H4 -1.430 3.326 -3.603
H5 0.068 3.936 -3.706
C5 -0.401 3.242 1.531
C6 0.242 4.618 1.478
O5 -0.261 5.518 2.452
C7 -0.095 5.143 3.808
C8 1.356 4.969 4.222
H6 -1.484 3.323 1.431
H7 -0.020 2.616 0.723
H8 -0.193 2.730 2.472
H9 0.031 5.069 0.507
H10 1.332 4.545 1.554
H11 -0.674 4.239 4.027
H12 -0.536 5.945 4.403
H13 1.838 4.155 3.677
H14 1.423 4.741 5.286
H15 1.925 5.879 4.018
C9 0.098 -5.099 -3.560
C10 1.013 -3.918 -3.288
O6 0.321 -2.724 -2.972
C11 -0.508 -2.763 -1.821
C12 0.241 -3.080 -0.539
H16 -0.605 -4.863 -4.361
H17 0.683 -5.973 -3.854
H18 -0.484 -5.373 -2.679
H19 1.596 -3.708 -4.186
H20 1.737 -4.158 -2.500
H21 -1.337 -3.464 -1.973
H22 -0.953 -1.775 -1.730
H23 0.683 -4.078 -0.564
H24 -0.435 -3.038 0.317
H25 1.054 -2.368 -0.383
C13 4.451 -2.272 -0.495
C14 3.951 -1.599 0.772
O7 3.685 -2.505 1.829
C15 4.780 -3.279 2.286
C16 5.933 -2.449 2.825
H26 3.739 -3.029 -0.830
H27 4.581 -1.536 -1.290
H28 5.412 -2.767 -0.341
H29 3.009 -1.094 0.553
H30 4.648 -0.822 1.106
H31 5.123 -3.956 1.496
H32 4.394 -3.909 3.089
H33 6.377 -1.820 2.051
H34 6.718 -3.099 3.216
H35 5.590 -1.789 3.624
C17 -1.890 -10.621 -0.249
C18 -0.512 -10.369 -0.838
O8 -0.517 -9.475 -1.938
C19 -1.003 -8.169 -1.685
C20 -0.207 -7.416 -0.631
H36 -2.572 -10.992 -1.017
H37 -1.830 -11.361 0.552
H38 -2.327 -9.713 0.171
H39 -0.109 -11.311 -1.211
H40 0.184 -10.018 -0.068
H41 -2.067 -8.202 -1.425
H42 -0.934 -7.627 -2.629
H43 -0.268 -7.900 0.345
H44 -0.587 -6.399 -0.521
H45 0.849 -7.372 -0.907
C21 -3.743 7.908 1.910
C22 -2.412 7.655 1.222
O9 -2.441 7.892 -0.178
C23 -2.768 9.207 -0.588
C24 -1.803 10.264 -0.080
H46 -4.531 7.305 1.453
H47 -3.675 7.652 2.969
H48 -4.046 8.955 1.841
H49 -2.142 6.607 1.351
H50 -1.611 8.237 1.688
H51 -3.798 9.449 -0.303
H52 -2.742 9.202 -1.679
H53 -1.813 10.333 1.010
H54 -2.071 11.245 -0.476
H55 -0.781 10.028 -0.382

Atom charges from the Löwdin analysis, given in e for atoms 1 to 5:
1. O 0.23
2. C -0.53
3. O 0.10
4. F 0.00
5. O 0.00